Molecular formula: C17H20N2O2S
Method: DFT, ωB97M-V with the def2-TZVPD basis set

Its energy above the lowest of the compared OMol25 structures with the same formula, charge and spin is 37.4 kcal/mol. The gap between HOMO and LUMO comes out at 7.9 eV. Its SMILES is OCCNC[C@@H](O)CN1c2ccccc2Sc2ccccc21.

```
! wB97M-V def2-TZVPD RIJCOSX def2/J DEFGRID3
* xyz 0 1
C -2.649 2.866 0.536
C -2.138 1.585 0.420
H 3.086 -1.420 -1.550
C 5.801 -0.290 0.807
C -1.466 -1.098 -0.471
H 3.485 -1.976 0.084
C 4.358 0.203 1.010
C -3.184 -3.296 -0.176
N 3.558 0.130 -0.201
H -3.839 -4.144 -0.051
C -1.162 3.612 -1.176
C 2.989 -1.183 -0.488
H 1.088 -2.195 -0.220
H 4.137 0.443 -0.974
N -0.616 -0.002 -0.614
H -0.528 -2.288 -1.990
H 0.082 2.129 -2.062
C 0.746 -0.201 -1.050
H 4.386 1.254 1.323
C 1.489 -1.183 -0.120
C -3.371 -2.157 0.588
C -1.312 -2.243 -1.251
C -2.517 -1.077 0.448
H -0.773 4.396 -1.809
H 6.517 1.369 0.083
H 3.880 -0.381 1.797
C -1.128 1.289 -0.500
H 0.809 -0.551 -2.089
S -2.760 0.327 1.501
H -3.423 3.053 1.265
C -2.151 3.890 -0.251
H -4.165 -2.102 1.316
H 1.270 0.753 -0.974
O 6.465 0.447 -0.193
O 1.292 -0.840 1.225
C -2.153 -3.331 -1.096
H 5.802 -1.324 0.454
C -0.667 2.326 -1.311
H 6.347 -0.245 1.759
H 1.604 0.067 1.340
H -2.539 4.891 -0.144
H -1.998 -4.209 -1.706
*
```

Molecular formula: C17H20N2O3
Method: DFT, ωB97M-V with the def2-TZVPD basis set

Its energy above the lowest of the compared OMol25 structures with the same formula, charge and spin is 114.6 kcal/mol. The gap between HOMO and LUMO comes out at 9.1 eV. Its SMILES is O=NOC[C@@H]1CCNC1=O.c1ccccc1.c1ccccc1.

```
! wB97M-V def2-TZVPD RIJCOSX def2/J DEFGRID3
* xyz 0 1
O -2.131 1.775 -1.666
O -1.481 0.286 -0.312
C -2.072 7.614 -0.929
H -0.056 5.587 -2.744
C 1.370 0.893 1.517
H -3.284 4.554 -0.133
C 2.596 -5.540 0.435
H 3.405 -7.297 1.366
O 0.784 -1.859 -0.563
C -0.845 5.885 -2.064
C -0.201 -0.821 1.441
H 3.216 -4.860 1.006
N -2.259 1.418 -0.562
C -2.659 5.306 -0.598
H 1.991 -8.851 0.066
H 0.383 -7.966 -1.589
C 0.736 -0.137 2.451
H 1.512 -0.885 2.646
C 0.776 -0.976 0.257
H -0.563 -1.805 1.741
C 1.698 -5.039 -0.499
H -3.667 6.950 0.341
H 2.199 1.484 1.904
H 0.305 0.231 3.381
C -1.455 0.015 1.099
H 1.614 -3.972 -0.660
H 2.604 -0.052 0.003
H 0.201 -5.527 -1.952
H -0.434 7.982 -2.265
C 2.702 -6.910 0.639
H -1.479 3.874 -1.665
C 1.006 -7.285 -1.022
C 0.903 -5.916 -1.226
H -2.237 8.663 -0.720
H -2.359 -0.520 1.393
H 0.625 1.634 1.196
C -2.874 6.651 -0.332
N 1.661 0.079 0.332
C -1.058 7.231 -1.797
C 1.907 -7.783 -0.090
H -1.434 0.967 1.637
C -1.644 4.922 -1.464
*
```

Molecular formula: C17H20N2O4S
Method: DFT, ωB97M-V with the def2-TZVPD basis set

Its energy above the lowest of the compared OMol25 structures with the same formula, charge and spin is 89.4 kcal/mol. The gap between HOMO and LUMO comes out at 8.7 eV. Its SMILES is C=CCOc1c(CNc2ccc(S(N)(=O)=O)cc2)cccc1OC.

```
! wB97M-V def2-TZVPD RIJCOSX def2/J DEFGRID3
* xyz 0 1
H 5.989 -0.878 1.945
C -6.350 0.712 1.508
N -0.170 -0.588 0.239
C 3.916 0.051 0.044
H -1.879 2.718 -0.536
H -7.008 0.501 0.659
H -4.306 3.089 -0.073
N 6.270 -0.959 0.982
H -5.760 2.627 -1.992
C 1.169 -0.366 0.125
C -2.590 1.918 -0.763
H 6.096 -1.874 0.601
C -2.417 -1.290 -0.392
O 6.176 0.030 -1.303
C 3.165 0.644 1.045
H -6.114 -1.680 0.683
O 6.016 1.501 0.685
H -2.559 -3.345 -0.963
H -0.910 -0.565 -1.735
C -4.406 -2.625 -0.172
O -2.459 1.010 0.330
C -3.103 -0.204 0.147
C 1.951 -0.948 -0.884
O -5.002 0.766 1.114
H -4.917 -3.567 -0.302
C -0.974 -1.168 -0.813
S 5.679 0.281 0.016
H 3.930 -1.165 -1.694
C -3.084 -2.500 -0.546
H -0.675 0.055 0.833
C -5.086 -1.555 0.384
C -4.766 2.218 -1.922
C -4.442 -0.337 0.558
H 1.206 0.902 1.856
H -4.449 1.595 -2.743
C -3.975 2.476 -0.898
H -0.592 -2.167 -1.044
C 3.315 -0.738 -0.916
H -6.580 1.700 1.904
H 3.665 1.273 1.764
H 1.491 -1.558 -1.644
H -6.512 -0.036 2.291
C 1.805 0.440 1.086
H -2.292 1.425 -1.698
*
```

Molecular formula: C17H20NO3
Method: DFT, ωB97M-V with the def2-TZVPD basis set

Its energy above the lowest of the compared OMol25 structures with the same formula, charge and spin is 50.3 kcal/mol. The gap between HOMO and LUMO comes out at 5.8 eV.

```
! wB97M-V def2-TZVPD RIJCOSX def2/J DEFGRID3
* xyz 1 1
C -2.292 0.547 2.821
C -2.297 -0.015 5.654
C -4.480 -1.195 5.526
C -0.432 0.851 6.888
H 3.658 -1.530 1.071
H -5.365 -1.163 4.888
O -3.094 -0.463 2.689
H -0.246 -0.188 7.152
H -2.722 1.551 2.931
C -4.441 -0.295 2.212
O 3.225 0.281 2.079
H -3.868 -2.077 5.292
C -0.125 1.598 2.547
H -1.405 4.443 5.886
H -4.819 -1.286 6.571
C -0.899 0.411 2.609
H -2.879 2.529 5.335
N -1.568 1.083 6.120
C -1.087 3.448 6.190
C 1.229 1.538 2.342
O -4.233 1.119 4.918
H -4.423 -0.153 1.120
H 3.729 -1.616 2.869
H 1.841 2.424 2.373
H 1.325 1.657 7.768
C -1.932 2.399 5.850
H 0.780 4.036 7.115
H -0.912 -1.737 2.184
C 0.111 3.208 6.866
C -0.291 -0.838 2.283
C 1.871 0.277 2.159
C -3.693 0.093 5.373
C 1.071 -0.892 2.069
H -4.935 0.556 2.705
H 4.973 -0.698 1.961
H 1.557 -1.860 1.875
H -0.652 2.546 2.659
C 0.414 1.891 7.229
H -1.939 -0.966 6.071
H -4.950 -1.232 2.458
C 3.922 -0.985 1.989
*
```

Molecular formula: C17H20O2ReSSi2
Method: DFT, ωB97M-V with the def2-TZVPD basis set

Its energy above the lowest of the compared OMol25 structures with the same formula, charge and spin is 0.0 kcal/mol. The gap between HOMO and LUMO (spin up / spin down) comes out at 8.1 / 7.5 eV.

```
! wB97M-V def2-TZVPD RIJCOSX def2/J DEFGRID3
* xyz 0 4
C -2.168 -0.271 -3.316
H -6.532 -0.548 1.834
C 5.084 -0.009 0.180
C 5.780 1.148 0.459
C -5.677 -0.597 1.171
H -1.075 -2.943 -0.373
H -6.793 -1.492 -0.428
C -3.333 -0.185 0.748
H -2.488 0.772 -3.335
H -4.347 0.282 2.592
H -1.866 0.203 3.639
C 3.714 2.357 0.444
S 1.250 1.493 0.049
H -2.625 2.561 1.943
C -1.124 -0.105 2.896
H -2.947 -0.864 -3.800
H -0.169 0.339 3.180
C 5.086 2.344 0.589
H 5.609 3.265 0.808
H -2.041 2.789 0.294
H -4.867 -1.613 -1.950
O 3.843 -2.346 -0.380
H -0.091 -2.659 -1.828
H 5.595 -0.955 0.071
C -1.086 -2.539 -1.389
C -3.487 -0.729 -0.541
C -1.792 2.355 1.264
C 3.694 -0.022 0.022
H -0.903 2.858 1.647
H 6.855 1.118 0.574
H 3.171 3.288 0.552
H -1.252 -0.359 -3.901
H -1.025 -1.190 2.956
C 3.116 -1.385 -0.288
O 1.818 -1.487 -0.492
C 3.000 1.188 0.161
C -4.737 -1.193 -0.958
H -1.751 -3.190 -1.965
Si -1.620 0.488 1.173
C -4.443 -0.131 1.594
C -5.826 -1.127 -0.105
Re 0.163 -0.429 -0.379
Si -1.908 -0.793 -1.545
*
```

Molecular formula: C17H21BCl2N7O3PtS2
Method: DFT, ωB97M-V with the def2-TZVPD basis set

Its energy above the lowest of the compared OMol25 structures with the same formula, charge and spin is 476.4 kcal/mol. The gap between HOMO and LUMO (spin up / spin down) comes out at 6.0 / 6.2 eV.

```
! wB97M-V def2-TZVPD RIJCOSX def2/J DEFGRID3
* xyz 0 2
H -5.037 -4.636 -0.688
C -1.307 2.143 -3.326
C -2.576 -4.076 1.524
N -0.192 3.194 1.187
C -1.014 -1.970 1.631
C 3.324 -0.370 -0.826
S 0.510 -1.565 2.002
H -0.755 4.270 -2.872
H -3.855 -5.748 1.459
H 5.734 1.497 -2.017
C -3.568 -1.371 1.549
C -0.905 3.243 -2.586
C -3.578 -4.789 1.044
H 6.101 -1.454 -1.381
N 4.558 -0.029 -1.245
C -1.341 1.103 -2.411
Cl -2.395 -2.428 0.741
C 0.232 2.992 3.353
C 4.822 -1.693 0.393
O -3.592 0.333 -0.352
B -0.397 3.907 -0.183
N 0.224 1.930 1.390
O -5.593 -0.474 0.412
C -4.409 -0.291 0.280
H 0.603 4.507 -0.499
H 4.997 -2.759 0.251
H -1.321 4.670 -0.046
H 5.053 0.404 -3.242
N -0.723 2.881 -1.314
C -4.256 -4.157 -0.117
N 3.443 -1.347 0.093
N -0.994 1.575 -1.208
O -0.957 -1.783 -1.458
C 5.597 -0.840 -0.629
H -3.889 -2.460 -1.329
H 0.780 0.847 3.103
C 4.855 0.913 -2.294
H 5.081 -1.434 1.421
H -1.594 0.063 -2.529
H 0.340 3.208 4.401
H -1.543 2.102 -4.374
H -2.006 -4.288 2.412
H 2.638 -1.696 0.587
S 1.886 0.283 -1.372
C 0.459 1.791 2.706
H 6.345 -0.202 -0.155
Cl -2.961 -0.109 2.636
H -4.392 -1.815 2.099
H 4.004 1.576 -2.421
H -0.466 4.888 2.373
C -0.187 3.848 2.346
Pt -0.429 0.349 0.244
N -1.621 -1.760 -0.369
C -3.735 -2.974 -0.390
*
```

Molecular formula: C17H21BF4N4O2S2Ti
Method: DFT, ωB97M-V with the def2-TZVPD basis set

Its energy above the lowest of the compared OMol25 structures with the same formula, charge and spin is 36.3 kcal/mol. The gap between HOMO and LUMO (spin up / spin down) comes out at 5.7 / 6.3 eV.

```
! wB97M-V def2-TZVPD RIJCOSX def2/J DEFGRID3
* xyz -1 2
B 1.472 -3.557 -4.320
O 1.291 2.159 -3.873
C 1.192 1.214 4.881
O 1.030 1.440 -1.727
H -3.948 -0.584 -1.548
H 3.717 -0.164 -1.697
C -2.319 -2.686 1.352
H -1.469 -0.400 -2.869
H -2.755 0.732 -2.391
C 2.859 0.195 3.503
N 0.331 1.582 1.165
H -4.313 -3.678 1.207
F 1.174 -2.766 -5.336
C 2.337 0.436 4.766
H -1.410 0.922 1.937
H 2.902 0.089 5.635
H -1.033 1.229 -2.702
N 2.467 0.319 -3.156
C 1.557 1.423 -2.954
H 0.741 3.584 1.673
C -1.546 -1.675 0.743
H -4.981 -2.686 -0.817
S 2.966 0.123 0.829
H -2.774 1.728 0.032
H -0.529 1.961 3.666
H 3.701 -0.452 3.334
F 0.309 -1.360 -1.797
C -1.705 1.545 -0.147
C 0.897 2.920 0.817
C 0.997 1.203 2.386
H 0.401 3.369 -0.087
Ti 0.840 -0.176 -0.601
C 2.203 0.487 2.292
H 2.930 0.150 -4.047
H 0.904 1.589 5.855
C -1.129 1.657 1.229
F 2.562 -3.263 -3.583
C 0.478 1.474 3.654
C -4.089 -2.299 -0.330
C -2.132 -0.870 -0.303
N -1.433 0.279 -0.869
F 0.707 -4.597 -3.943
H -1.381 2.614 1.679
H -1.319 2.384 -0.753
C -3.571 -2.972 0.830
C -3.456 -1.173 -0.784
H 1.970 2.868 0.564
H -1.871 -3.279 2.127
S 0.163 -1.590 1.217
N 2.845 -0.469 -2.080
C -1.706 0.466 -2.294
H 2.923 -1.448 -2.363
*
```

Molecular formula: C17H21BN5O4Yb
Method: DFT, ωB97M-V with the def2-TZVPD basis set

Its energy above the lowest of the compared OMol25 structures with the same formula, charge and spin is 28.9 kcal/mol. The gap between HOMO and LUMO (spin up / spin down) comes out at 6.7 / 6.7 eV.

```
! wB97M-V def2-TZVPD RIJCOSX def2/J DEFGRID3
* xyz 0 2
C -1.174 -3.687 1.728
C 1.430 -2.165 -1.736
H -2.945 2.461 -0.269
C 2.500 -1.933 0.285
C -0.928 3.326 -2.008
O -0.320 -0.614 -2.127
H 1.328 1.932 -2.185
H -4.854 2.345 1.695
N -0.989 -1.543 2.234
C -3.885 1.879 1.679
C -1.153 -2.759 2.757
H -0.557 -1.595 -4.178
C 1.122 2.184 -1.131
C -1.015 -2.919 0.579
O 0.166 -2.079 -3.747
O 2.021 0.072 1.373
O 3.263 -1.469 2.471
Yb 0.253 0.387 0.159
C 1.103 4.705 -1.591
H 0.498 5.617 -1.596
H 3.589 -4.697 -1.317
H 3.909 -3.432 0.836
N 1.628 -1.497 -0.607
H -1.634 4.154 -1.898
N -2.087 0.730 2.252
C 2.116 -3.318 -2.056
H -1.219 -0.282 4.097
C -3.304 1.094 2.659
C 3.033 -3.792 -1.116
C 0.309 3.483 -1.126
C 0.344 -1.539 -2.547
H 0.067 0.429 2.727
C 2.634 -1.054 1.523
H -0.032 3.703 -0.103
H -3.666 0.776 3.623
C -2.922 1.943 0.676
H 1.967 4.880 -0.949
H 1.473 4.542 -2.608
B -0.992 -0.134 2.927
H -1.297 -4.753 1.804
H -0.627 3.287 -3.060
H 1.936 -3.829 -2.990
C 3.222 -3.104 0.069
H -0.977 -3.239 -0.451
N -1.837 1.249 1.025
H 2.113 2.356 -0.681
H -1.247 -2.874 3.824
N -0.898 -1.626 0.885
H -1.466 2.395 -1.808
*
```

Molecular formula: C17H21Cl3GeMnN6
Method: DFT, ωB97M-V with the def2-TZVPD basis set

Its energy above the lowest of the compared OMol25 structures with the same formula, charge and spin is 15.2 kcal/mol. The gap between HOMO and LUMO (spin up / spin down) comes out at 5.9 / 6.1 eV.

```
! wB97M-V def2-TZVPD RIJCOSX def2/J DEFGRID3
* xyz 2 2
C -0.541 -1.866 2.663
C -1.753 4.215 -3.008
H 1.676 -0.375 -6.128
H 0.475 -1.984 4.434
H -2.029 -4.220 4.458
H 3.828 -2.162 -2.885
H -3.542 3.138 -2.507
H 0.183 5.033 -3.454
H 1.398 2.984 -2.809
N 0.211 0.294 -0.643
H -1.969 -3.629 1.151
Ge -2.017 3.554 2.248
H 0.228 0.806 -4.530
C 1.355 -0.477 3.377
H 2.574 -1.343 4.793
N 0.408 -1.460 3.577
C 2.218 -0.857 -2.339
H -2.333 1.093 -1.826
Cl -2.317 1.082 2.163
Mn -0.294 0.663 1.162
C 2.844 -1.348 -4.614
C 1.018 0.167 -4.161
H 1.939 1.129 2.453
C -2.385 -3.315 2.109
C -0.366 4.172 -3.097
H -3.120 -2.523 1.953
N -1.327 -2.879 3.026
C 0.318 3.022 -2.739
C 0.345 0.713 -1.828
N 2.413 -0.553 4.193
H -0.304 -3.946 4.555
C -1.263 -3.457 4.372
H -1.458 -2.704 5.138
H -1.248 -1.705 0.865
C -1.785 1.961 -2.173
Cl -1.065 3.539 4.189
C 1.837 -0.509 -5.068
C 3.037 -1.519 -3.247
C -2.462 3.108 -2.557
N -0.598 -1.263 1.501
H 3.476 -1.868 -5.320
N 1.179 0.461 2.499
Cl 0.076 2.806 0.982
C 1.211 -0.004 -2.793
H 3.132 0.150 4.162
H 2.362 -0.986 -1.273
H -2.887 -4.173 2.541
H -2.283 5.113 -3.295
C -0.397 1.922 -2.270
*
```

Molecular formula: C17H21Cl3O4Tc
Method: DFT, ωB97M-V with the def2-TZVPD basis set

The gap between HOMO and LUMO (spin up / spin down) comes out at 5.0 / 4.8 eV.

```
! wB97M-V def2-TZVPD RIJCOSX def2/J DEFGRID3
* xyz -2 4
H 1.623 -2.581 -3.262
O -2.137 -1.849 2.998
C 0.643 -2.260 -3.630
O -0.243 3.657 0.143
H -1.365 2.992 -2.162
C 0.340 0.226 4.715
H 0.953 -0.318 8.104
H 1.589 1.145 6.197
C -1.146 -1.144 3.116
H 0.877 3.142 -1.606
Cl -0.936 -3.279 -0.467
C -1.669 2.223 -2.885
H -0.548 -2.211 7.603
C 0.892 0.345 6.013
C 0.410 -0.846 -3.278
C 1.435 2.639 -2.422
H -2.341 -1.644 -2.783
C -0.857 -0.193 -3.228
H 0.606 -2.463 -4.716
H -0.736 3.017 0.605
H -2.621 1.800 -2.547
Cl -2.527 -0.008 -0.119
C 1.416 0.127 -3.003
Cl 1.626 -0.547 0.080
C -2.154 -0.836 -3.503
H -1.838 2.641 -3.894
C 0.564 -0.476 7.085
C 2.868 -0.132 -3.055
H 1.600 3.252 -3.331
H -0.111 -2.898 -3.153
H 0.351 0.907 2.905
H -2.976 -0.110 -3.458
C 0.771 1.371 -2.752
H 3.424 0.641 -2.514
O -0.396 -0.702 2.133
Tc -0.631 -1.330 0.184
C -0.896 -1.670 5.543
H 2.417 2.422 -1.992
H 3.252 -0.171 -4.087
C -0.551 -0.851 4.467
C -0.632 1.183 -2.936
C -0.314 -1.518 6.805
H 3.087 -1.105 -2.606
H -1.627 -2.466 5.396
O 0.670 1.171 3.804
H -2.161 -1.293 -4.504
*
```